{
  "formula": "C18H36O18",
  "method": "ωB97M-V/def2-TZVPD",
  "de_lowest_kj_mol": 106.6,
  "smiles": "COC(=O)OC.COC(=O)OC.COC(=O)OC.COC(=O)OC.COC(=O)OC.COC(=O)OC",
  "lumo_ha": 0.020,
  "elements": ["C", "O", "C", "O", "O", "C", "H", "H", "H", "H", "H", "H", "C", "O", "C", "O", "O", "C", "H", "H", "H", "H", "H", "H", "C", "O", "C", "O", "O", "C", "H", "H", "H", "H", "H", "H", "C", "O", "C", "O", "O", "C", "H", "H", "H", "H", "H", "H", "C", "O", "C", "O", "O", "C", "H", "H", "H", "H", "H", "H", "C", "O", "C", "O", "O", "C", "H", "H", "H", "H", "H", "H"],
  "xyz": [[4.997, 1.451, 3.604], [3.692, 1.883, 3.299], [2.663, 1.197, 3.729], [2.737, 0.152, 4.330], [1.553, 1.830, 3.389], [0.319, 1.284, 3.832], [5.088, 0.373, 3.473], [5.220, 1.685, 4.650], [5.774, 1.957, 3.037], [-0.242, 0.948, 2.962], [-0.242, 1.978, 4.450], [0.494, 0.390, 4.434], [-2.081, -5.004, 3.363], [-1.887, -5.658, 4.605], [-0.809, -6.450, 4.616], [-0.142, -6.745, 3.660], [-0.643, -6.912, 5.835], [0.488, -7.725, 6.100], [-2.262, -5.691, 2.537], [-1.233, -4.347, 3.168], [-2.962, -4.366, 3.401], [0.643, -8.427, 5.277], [0.327, -8.333, 6.983], [1.370, -7.090, 6.150], [-3.373, 2.504, -2.830], [-4.435, 2.143, -3.674], [-4.370, 2.528, -4.937], [-3.426, 3.078, -5.445], [-5.507, 2.198, -5.527], [-5.714, 2.602, -6.869], [-2.419, 2.127, -3.215], [-3.367, 2.056, -1.840], [-3.228, 3.584, -2.804], [-5.142, 3.499, -7.094], [-6.772, 2.830, -7.005], [-5.524, 1.764, -7.539], [0.352, 1.228, -2.160], [0.349, 0.704, -0.827], [-0.432, -0.336, -0.570], [-1.121, -0.922, -1.379], [-0.290, -0.675, 0.682], [-0.839, -1.870, 1.223], [0.918, 0.591, -2.835], [0.900, 2.167, -2.191], [-0.684, 1.455, -2.394], [-0.967, -1.722, 2.293], [-0.105, -2.651, 1.034], [-1.814, -2.151, 0.831], [3.359, -0.959, -0.597], [2.688, -2.206, -0.716], [1.966, -2.443, -1.813], [1.666, -1.602, -2.632], [1.563, -3.694, -1.807], [0.797, -4.125, -2.934], [3.718, -0.990, 0.430], [2.680, -0.107, -0.673], [4.151, -0.817, -1.331], [1.320, -4.007, -3.881], [-0.098, -3.500, -2.915], [0.519, -5.171, -2.859], [-0.660, 7.127, -1.605], [0.546, 6.653, -1.048], [0.891, 5.414, -1.312], [0.370, 4.678, -2.108], [1.885, 5.072, -0.483], [2.365, 3.760, -0.549], [-0.778, 8.153, -1.274], [-1.531, 6.575, -1.236], [-0.724, 7.015, -2.687], [1.563, 3.019, -0.479], [3.061, 3.444, 0.225], [2.831, 3.600, -1.529]],
  "lowdin_charge": [-0.05, 0.01, -0.63, 0.11, 0.02, -0.03, 0.10, 0.10, 0.09, 0.08, 0.10, 0.09, -0.06, 0.01, -0.63, 0.13, 0.01, -0.04, 0.10, 0.09, 0.09, 0.09, 0.09, 0.10, -0.05, 0.02, -0.62, 0.13, 0.01, -0.04, 0.08, 0.10, 0.10, 0.09, 0.09, 0.10, -0.01, -0.02, -0.64, 0.12, 0.00, -0.03, 0.09, 0.06, 0.08, 0.09, 0.10, 0.10, -0.03, 0.00, -0.61, 0.11, 0.02, -0.02, 0.10, 0.08, 0.10, 0.10, 0.10, 0.09, -0.05, 0.02, -0.61, 0.13, 0.02, -0.06, 0.09, 0.10, 0.10, 0.07, 0.10, 0.11]
}